# C5H6FN

An isolated molecule of C5H6FN at a distorted geometry (ωB97M-V with the def2-TZVPD basis set, OMol25).

Values from the calculation:
Gap between HOMO and LUMO, eV: 9.31
SMILES: Cc1c[nH]c(F)c1
Total energy, hartree: -348.6781

Positions of all 13 atoms, in Å:
F  1.1675  2.8917  -0.5462
N  1.7559  0.6211  -0.4473
C  0.8051  1.6048  -0.4626
C  -0.2394  -0.3154  0.2594
C  1.1305  -0.5983  0.0171
C  -1.5346  -1.2831  0.4711
C  -0.3846  1.0771  -0.0205
H  -1.7986  -1.4435  1.5604
H  -2.3932  -0.9318  -0.1918
H  -1.2437  1.6033  0.0846
H  -1.4249  -2.4484  0.0251
H  1.4904  -1.6540  -0.2527
H  2.6696  0.8767  -0.4964

Per-atom Löwdin charges, elementary charge units: F 0.09; N 0.09; C -0.32; C -0.24; C -0.06; C -0.07; C -0.03; H 0.06; H 0.07; H 0.07; H 0.11; H 0.13; H 0.10